w.
C26H30N4O4 in the gas phase. Source: the OMol25 dataset; level of theory: wB97M-V/def2-TZVPD.

## Properties
gap between HOMO and LUMO = 7.81 eV
E_LUMO = -0.3 eV
net charge = 0
highest occupied orbital energy = -8.14 eV

XYZ file:
```
64
Properties=species:S:1:pos:R:3:mulliken_charge:R:1
O -4.081 0.450 2.352 -0.612
C -4.483 0.014 1.309 -0.111
C -5.902 0.066 0.776 0.314
C -6.403 1.512 0.730 -1.184
C -5.565 2.363 -0.223 -0.580
C -5.300 1.664 -1.570 -0.708
C -6.132 0.396 -1.739 -1.100
C -5.836 -0.591 -0.603 0.230
C -4.407 -1.085 -0.734 -0.103
O -3.939 -1.713 -1.646 -0.621
N -3.703 -0.661 0.380 0.442
C -2.316 -0.880 0.553 -0.138
C -1.765 -2.144 0.304 -1.076
C -0.425 -2.361 0.477 -0.440
C 0.448 -1.345 0.930 1.781
N 1.747 -1.581 1.163 -0.123
C 2.535 -2.680 0.655 -0.473
C 3.929 -2.617 1.278 -1.480
C 4.686 -1.371 0.819 -0.401
N 4.766 -1.319 -0.631 0.027
C 5.598 -0.214 -1.103 -1.648
C 5.048 1.149 -0.753 0.881
C 5.369 1.752 0.458 -0.300
C 4.771 2.941 0.836 -0.599
C 3.844 3.547 0.007 -0.455
C 3.535 2.969 -1.212 -0.656
C 4.134 1.780 -1.589 -0.280
C 3.449 -1.323 -1.241 -0.349
C 2.693 -2.595 -0.869 -1.075
C -0.128 -0.063 1.151 -0.795
N 0.640 1.074 1.497 1.129
O 0.112 2.168 1.446 -0.686
O 1.822 0.928 1.812 -0.723
C -1.498 0.146 0.961 -0.260
H -6.533 -0.502 1.466 0.320
H -6.350 1.934 1.735 0.467
H -7.449 1.513 0.420 0.446
H -6.084 3.309 -0.386 0.433
H -4.614 2.599 0.258 0.228
H -4.244 1.397 -1.650 0.259
H -5.519 2.345 -2.394 0.468
H -7.196 0.639 -1.746 0.463
H -5.887 -0.082 -2.689 0.507
H -6.508 -1.448 -0.692 0.308
H -2.403 -2.945 -0.032 0.447
H -0.023 -3.342 0.286 0.318
H 2.274 -0.768 1.477 0.254
H 2.054 -3.627 0.931 0.392
H 4.483 -3.504 0.971 0.478
H 3.855 -2.613 2.367 0.451
H 4.212 -0.466 1.236 0.218
H 5.707 -1.416 1.207 0.424
H 6.590 -0.346 -0.663 0.519
H 5.685 -0.318 -2.188 0.517
H 6.095 1.286 1.110 0.344
H 5.024 3.391 1.785 0.382
H 3.365 4.466 0.308 0.391
H 2.819 3.441 -1.869 0.399
H 3.891 1.336 -2.545 0.356
H 2.851 -0.445 -0.944 0.193
H 3.582 -1.288 -2.325 0.472
H 1.717 -2.591 -1.356 0.521
H 3.254 -3.464 -1.214 0.530
H -1.891 1.132 1.155 0.666
```



x.
C26H30N4O4 in the gas phase. Source: the OMol25 dataset; level of theory: wB97M-V/def2-TZVPD.

## Properties
gap between HOMO and LUMO = 7.79 eV
E_LUMO = -0.3 eV
net charge = 0
highest occupied orbital energy = -8.11 eV

XYZ file:
```
64
Properties=species:S:1:pos:R:3:mulliken_charge:R:1
O -4.272 2.350 -0.534 -0.618
C -4.852 1.490 0.072 -0.049
C -6.303 1.475 0.515 0.235
C -7.258 2.198 -0.432 -1.143
C -7.579 1.367 -1.668 -0.620
C -8.101 -0.003 -1.251 -0.796
C -7.008 -0.758 -0.506 -0.786
C -6.572 -0.010 0.767 0.055
C -5.202 -0.551 1.117 0.060
O -4.926 -1.552 1.717 -0.598
N -4.276 0.320 0.548 0.382
C -2.893 0.035 0.461 -0.178
C -1.948 1.026 0.755 -1.298
C -0.610 0.754 0.672 -0.177
C -0.120 -0.521 0.308 1.989
N 1.193 -0.791 0.271 -0.161
C 2.279 0.137 0.469 -0.698
C 2.546 0.975 -0.787 -0.487
C 3.758 1.875 -0.563 -0.901
N 4.921 1.067 -0.260 0.335
C 6.147 1.845 -0.222 -1.085
C 7.357 0.950 -0.202 0.515
C 8.414 1.186 0.665 -0.436
C 9.526 0.361 0.658 -0.582
C 9.588 -0.713 -0.213 -0.394
C 8.534 -0.957 -1.078 -0.583
C 7.428 -0.129 -1.075 -0.167
C 4.720 0.321 0.967 -0.831
C 3.548 -0.641 0.809 -0.959
C -1.097 -1.507 -0.004 -1.356
N -0.762 -2.810 -0.445 1.140
O -1.660 -3.557 -0.784 -0.687
O 0.422 -3.143 -0.489 -0.765
C -2.462 -1.213 0.080 0.144
H -6.311 2.005 1.477 0.351
H -6.798 3.144 -0.723 0.362
H -8.185 2.418 0.102 0.450
H -8.322 1.889 -2.271 0.342
H -6.678 1.247 -2.274 0.340
H -8.398 -0.577 -2.131 0.392
H -8.978 0.115 -0.611 0.378
H -7.342 -1.758 -0.228 0.372
H -6.148 -0.868 -1.173 0.288
H -7.293 -0.186 1.567 0.528
H -2.282 2.012 1.038 0.424
H 0.093 1.537 0.899 0.325
H 1.439 -1.725 -0.050 0.422
H 2.037 0.802 1.308 0.222
H 1.674 1.579 -1.039 0.427
H 2.753 0.302 -1.620 0.250
H 3.959 2.446 -1.472 0.446
H 3.537 2.594 0.250 0.403
H 6.179 2.457 -1.131 0.376
H 6.172 2.531 0.645 0.338
H 8.369 2.022 1.350 0.344
H 10.344 0.556 1.336 0.376
H 10.454 -1.358 -0.216 0.378
H 8.578 -1.795 -1.759 0.384
H 6.599 -0.313 -1.742 0.381
H 5.632 -0.241 1.178 0.478
H 4.530 0.999 1.822 0.301
H 3.770 -1.337 -0.001 0.365
H 3.408 -1.210 1.729 0.445
H -3.164 -1.999 -0.154 0.611
```



x wins, 0.092 eV ahead of the next structure.



w.
2 unconnected molecules or ions with the total composition C4H8NS. Source: the OMol25 dataset; level of theory: wB97M-V/def2-TZVPD.

## Properties
gap between HOMO and LUMO (spin up / spin down) = 11.73 / 2.58 eV
E_LUMO (spin up / spin down) = -3.9 / -8.7 eV
net charge = +1
highest occupied orbital energy (spin up / spin down) = -15.66 / -11.30 eV

XYZ file:
```
14
Properties=species:S:1:pos:R:3:mulliken_charge:R:1
C -0.530 -0.903 0.005 -0.167
C -1.997 -1.198 -0.114 -0.419
C -1.148 1.261 0.009 -0.425
C 3.295 0.395 0.099 -0.939
N -0.149 0.289 0.073 -0.205
S -2.809 0.413 -0.102 0.285
H 0.180 -1.714 0.031 0.435
H -2.358 -1.811 0.717 0.375
H -2.234 -1.729 -1.039 0.374
H -1.143 1.910 0.890 0.372
H -1.027 1.891 -0.877 0.376
H 3.137 1.323 0.617 0.300
H 3.375 0.383 -0.971 0.319
H 3.408 -0.512 0.662 0.321
```



x.
2 unconnected molecules or ions with the total composition C4H8NS. Source: the OMol25 dataset; level of theory: wB97M-V/def2-TZVPD.

## Properties
gap between HOMO and LUMO = 5.95 eV
E_LUMO = -6.9 eV
net charge = +1
highest occupied orbital energy = -12.82 eV

XYZ file:
```
14
Properties=species:S:1:pos:R:3:mulliken_charge:R:1
C 0.645 0.972 -0.147 -0.171
C 2.105 1.234 -0.239 -0.479
C 1.080 -1.272 -0.001 -0.468
C -2.150 -0.550 0.148 -0.161
N 0.172 -0.192 -0.142 -0.218
S 2.678 -0.456 0.160 -0.093
H -0.048 1.768 -0.195 0.401
H 2.366 1.947 0.439 0.337
H 2.575 1.500 -1.187 0.326
H 0.906 -1.752 0.938 0.313
H 1.040 -1.959 -0.813 0.378
H -2.067 0.404 -0.331 0.217
H -2.816 -1.331 -0.342 0.306
H -1.989 -0.704 1.197 0.311
```



x wins, 0.660 eV ahead of the next structure.



w.
2 unconnected molecules or ions with the total composition H4N3P. Source: the OMol25 dataset; level of theory: wB97M-V/def2-TZVPD.

## Properties
gap between HOMO and LUMO = 9.00 eV
E_LUMO = 0.0 eV
net charge = 0
highest occupied orbital energy = -9.01 eV

XYZ file:
```
8
Properties=species:S:1:pos:R:3:mulliken_charge:R:1
N 1.810 0.593 0.274 -0.220
N 1.661 -0.655 -0.239 -0.283
N 0.787 0.396 -0.664 0.037
P -0.825 0.213 -0.074 -0.093
H 1.347 0.958 1.200 0.249
H 0.866 -1.795 0.426 0.172
H -1.241 -0.414 -1.085 0.060
H -1.214 1.497 -0.471 0.078
```



x.
H4N3P in the gas phase. Source: the OMol25 dataset; level of theory: wB97M-V/def2-TZVPD.

## Properties
gap between HOMO and LUMO = 9.74 eV
E_LUMO = 0.7 eV
net charge = 0
highest occupied orbital energy = -9.05 eV

XYZ file:
```
8
Properties=species:S:1:pos:R:3:mulliken_charge:R:1
N -0.374 -1.449 0.132 -0.740
N 1.429 -0.129 0.045 -0.782
N 0.194 -0.344 -0.069 0.877
P -0.636 1.129 -0.682 -0.069
H -1.383 -1.421 -0.033 0.245
H 1.932 -0.976 0.311 0.263
H 0.325 1.967 -0.133 0.124
H -1.488 1.224 0.429 0.083
```



x wins, 4.006 eV ahead of the next structure.